[1]
Density functional theory data (ωB97M-V/def2-TZVPD) for C49H52KN15O4S as an isolated structure.

Geometry as XYZ:
```
122
Properties=species:S:1:pos:R:3:mulliken_charge:R:1
K -0.1276 0.5670 0.0486 1.07
N -0.5378 2.9506 3.0313 -0.08
C -1.7374 2.4063 2.5650 0.08
N -2.8731 2.6000 3.2329 -0.60
N -3.8085 2.0391 2.4468 -0.72
N -3.2524 1.5315 1.3916 -0.33
N -1.9216 1.7510 1.4251 0.04
C 0.7273 2.3740 3.0094 0.15
N 1.6971 2.8451 3.7956 -0.68
N 2.7635 2.0956 3.4749 -1.09
N 2.4427 1.2338 2.5632 -0.10
N 1.1352 1.3759 2.2349 0.41
H -0.6786 3.5123 3.8550 0.30
C 2.8977 -1.8682 3.9869 -1.49
C 1.8391 -2.8600 3.6034 1.22
C 1.4115 -3.8327 4.5001 -1.15
C 0.4481 -4.7634 4.1429 -0.94
C -0.1013 -4.7285 2.8720 -0.57
C 0.3009 -3.7766 1.9407 0.81
C -0.2730 -3.7539 0.5555 -1.02
C 1.2704 -2.8445 2.3210 -0.77
N 1.6296 -1.8033 1.4246 1.39
C 2.6369 -1.9420 0.6738 1.07
C 3.4712 -3.1937 0.5515 -2.10
C 3.0820 -0.7993 -0.2124 0.17
C 4.5000 -0.3332 -0.0294 -1.91
N 2.2495 -0.3518 -1.0507 0.73
C 2.6132 0.5724 -2.0665 -0.66
C 2.8565 1.9290 -1.8310 1.80
C 2.7397 2.5577 -0.4738 -1.06
C 3.1297 2.7388 -2.9308 -1.09
C 3.1316 2.2407 -4.2216 -1.04
C 2.8622 0.8980 -4.4343 -0.94
C 2.5983 0.0485 -3.3675 1.34
C 2.2866 -1.4045 -3.5906 -1.41
H 3.0303 -1.8462 5.0693 0.46
H 2.6700 -0.8623 3.6343 0.16
H 3.8622 -2.1373 3.5410 0.22
H 1.8452 -3.8499 5.4943 0.38
H 0.1250 -5.5125 4.8558 0.62
H -0.8659 -5.4439 2.5878 0.42
H -1.2702 -4.1971 0.5425 0.60
H 0.3529 -4.3271 -0.1368 0.37
H -0.3427 -2.7483 0.1399 -0.60
H 3.0735 -3.9925 1.1739 0.51
H 4.5078 -3.0103 0.8363 0.46
H 3.4703 -3.5189 -0.4921 0.32
H 4.5346 0.2168 0.9168 0.30
H 4.8034 0.3257 -0.8408 0.37
H 5.1962 -1.1688 0.0386 0.58
H 3.0498 1.9079 0.3410 -0.05
H 1.7035 2.8466 -0.2755 0.17
H 3.3413 3.4676 -0.4359 0.50
H 3.3087 3.7944 -2.7574 0.36
H 3.3150 2.9011 -5.0608 0.40
H 2.8333 0.4953 -5.4408 0.30
H 2.2045 -1.6144 -4.6585 0.42
H 1.3542 -1.6904 -3.0962 0.14
H 3.0764 -2.0434 -3.1815 0.32
N -3.2956 0.0180 -1.8135 0.11
C -3.9304 -1.2995 -1.8472 -1.00
C -2.9104 -2.3791 -1.4962 0.83
C -1.7077 -2.3117 -2.4401 -0.22
O -1.9346 -2.6388 -3.6503 -0.91
O -0.6223 -1.9134 -1.9799 0.12
H -2.8110 0.1235 -0.9274 -0.47
H -3.9926 0.7539 -1.7999 0.29
H -4.3037 -1.4842 -2.8599 0.35
H -4.7848 -1.3782 -1.1581 0.49
H -3.3851 -3.3599 -1.5832 0.58
H -2.5641 -2.2452 -0.4699 -1.05
S -3.6698 -2.0645 6.1227 -0.20
C -2.9850 -1.7001 4.5133 -0.30
C -3.7709 -1.8060 3.3760 -0.94
C -3.1918 -1.5172 2.1511 -0.29
N -1.9230 -1.1492 2.0130 1.37
C -1.1871 -1.0145 3.1110 -0.13
C -1.6706 -1.2829 4.3869 -0.75
C -3.6740 -3.8434 6.0298 0.12
C -4.8681 -4.5505 5.9934 -0.15
C -4.8239 -5.9363 5.9460 -0.31
N -3.6966 -6.6414 5.9239 -0.65
C -2.5571 -5.9509 5.9466 -0.44
C -2.4895 -4.5682 6.0069 -0.03
H -4.8144 -2.0829 3.4436 0.40
H -3.7851 -1.5551 1.2454 -0.05
H -0.1739 -0.6529 2.9667 0.33
H -1.0348 -1.1526 5.2520 0.55
H -5.8152 -4.0284 5.9988 0.39
H -5.7478 -6.5049 5.9174 0.36
H -1.6432 -6.5344 5.9172 0.33
H -1.5339 -4.0609 6.0115 0.42
C -2.2083 -3.2951 -6.7435 -0.67
O -1.9156 -1.9366 -7.0837 -0.51
C -2.9111 -1.0538 -6.7560 0.45
C -4.0823 -0.9913 -7.5005 -0.37
C -5.0658 -0.0695 -7.1802 -0.52
C -4.8806 0.7900 -6.1047 -1.02
C -3.7186 0.7298 -5.3553 0.45
C -2.7178 -0.1815 -5.6823 -0.73
N -1.5696 -0.3461 -4.8824 0.22
C -0.9849 0.5713 -4.1382 -0.11
C -0.9572 1.9594 -4.2831 0.40
C -1.2926 2.6530 -5.4777 -0.44
C -1.1212 3.9972 -5.5899 -0.88
C -0.6008 4.7264 -4.4792 -0.52
C -0.2520 4.1178 -3.3209 -0.98
C -0.4167 2.6840 -3.1392 -0.07
O -0.1177 2.1221 -2.0736 0.49
H -2.4124 -3.3813 -5.6755 0.20
H -1.3126 -3.8645 -6.9833 0.26
H -3.0465 -3.6697 -7.3401 0.33
H -4.1969 -1.6695 -8.3375 0.43
H -5.9754 -0.0222 -7.7661 0.37
H -5.6500 1.5029 -5.8367 0.40
H -3.5742 1.3720 -4.4969 0.53
H -1.4296 -1.3386 -4.5661 0.56
H -0.4173 0.1522 -3.3117 0.39
H -1.6609 2.0908 -6.3278 0.42
H -1.3594 4.5112 -6.5122 0.40
H -0.4742 5.8008 -4.5728 0.38
H 0.1503 4.6666 -2.4786 0.44
```

Output
spin multiplicity = 1
net charge = -2
maximum force = 0.826 eV Å⁻¹
HOMO energy = -2.3 eV
Kohn-Sham gap = 6.0 eV
molar mass = 986.22 Da
LUMO = 3.68 eV


[2]
Density functional theory data (ωB97M-V/def2-TZVPD) for C49H53BN7O12TeZr as an isolated structure.

Geometry as XYZ:
```
124
Properties=species:S:1:pos:R:3:mulliken_charge:R:1
Zr -0.0685 0.7419 0.1091 -1.11
O 2.4527 3.0057 5.4360 -0.59
C 1.9979 2.4719 4.2614 1.17
C 2.7750 2.4132 3.1385 -1.32
C 2.2225 1.8687 1.9474 -0.27
N 0.9395 1.3843 1.9602 1.19
C 0.2080 1.4608 3.0693 0.36
C 0.6677 1.9876 4.2503 -0.99
C -1.2040 0.9187 2.8771 0.13
O -1.9973 0.9111 3.8001 -0.80
O -1.4284 0.4973 1.6748 0.13
C 2.9079 1.8095 0.7159 0.14
O 4.0724 2.0566 0.4439 -0.84
O 2.0207 1.3750 -0.3542 0.13
H 3.3611 3.2954 5.3010 0.29
H 3.7912 2.7888 3.1114 0.39
H 0.0346 2.0429 5.1221 0.57
O 2.8259 -5.8289 0.0850 -0.74
C 2.8022 -5.1897 1.1538 0.28
O 3.2998 -5.4439 2.2672 -0.76
C 2.0428 -3.8366 1.0800 -0.20
C 2.0321 -2.9653 2.1619 -1.75
C 1.4092 -1.7367 2.0489 -0.49
N 0.8316 -1.3237 0.9211 1.98
C 0.8192 -2.1773 -0.1193 1.44
C 1.3925 -3.4305 -0.0777 -0.44
C 0.1994 -1.6315 -1.3880 -1.04
O -0.4191 -2.3436 -2.1438 -0.79
O 0.4426 -0.3498 -1.5683 0.91
H 2.5264 -3.2685 3.0746 0.50
H 1.3728 -1.0453 2.8834 0.45
H 1.3598 -4.0818 -0.9401 0.56
C -1.9240 -3.5240 1.6152 -0.72
N -3.0843 -4.4273 1.7350 0.07
C -3.7823 -4.4260 0.4457 -0.71
N -4.2321 -3.0903 0.0449 -0.02
C -3.0422 -2.2221 -0.0333 -0.48
N -2.3216 -2.1680 1.2415 0.64
C -3.2437 -1.6629 2.2631 -0.57
N -4.4382 -2.5181 2.4010 0.13
C -3.9842 -3.8665 2.7438 -0.69
C -5.1037 -2.5723 1.0986 -0.64
H -1.2472 -3.9298 0.8612 0.17
H -1.4046 -3.4908 2.5755 0.28
H -4.6550 -5.0820 0.5211 0.36
H -3.1055 -4.8133 -0.3185 0.35
H -3.3540 -1.2075 -0.2937 -0.04
H -2.3863 -2.6090 -0.8138 0.12
H -3.5520 -0.6541 1.9976 -0.07
H -2.7280 -1.6195 3.2228 0.17
H -4.8529 -4.5232 2.8525 0.32
H -3.4531 -3.8204 3.6973 0.37
H -5.4242 -1.5638 0.8275 0.32
H -5.9846 -3.2176 1.1765 0.37
C 5.5470 -0.9362 -1.1026 -2.04
C 4.1957 -1.1016 -1.7942 1.84
C 3.9682 -2.5670 -2.1303 -2.00
O 3.2159 -0.6845 -0.8302 -0.13
B 2.6190 0.4691 -1.2619 0.27
O 2.9556 0.7958 -2.5447 0.06
C 3.9682 -0.1116 -3.0130 2.01
C 5.1875 0.7384 -3.3577 -2.33
C 3.4495 -0.7733 -4.2829 -2.21
H 5.5979 -1.6580 -0.2866 0.48
H 5.6191 0.0609 -0.6679 0.34
H 6.3789 -1.1112 -1.7862 0.34
H 4.0414 -3.1652 -1.2220 0.45
H 4.7241 -2.9133 -2.8382 0.48
H 2.9777 -2.7302 -2.5536 0.27
H 5.5102 1.3180 -2.4941 0.40
H 4.9023 1.4365 -4.1469 0.46
H 6.0104 0.1157 -3.7129 0.40
H 2.4948 -1.2666 -4.1033 0.27
H 4.1739 -1.4903 -4.6712 0.41
H 3.2891 0.0053 -5.0317 0.48
C 1.8306 4.1934 -8.8493 -1.64
C 1.2568 3.8211 -7.5062 0.72
C -0.0604 3.4068 -7.3862 -0.74
C -0.6022 3.0053 -6.1651 1.46
C -2.0613 2.6201 -6.1436 -1.78
C 0.2005 3.0019 -5.0149 -0.54
Te -0.4712 2.1544 -3.1240 0.39
N -0.4410 2.8271 -0.0295 -0.53
C -1.5957 2.4820 -0.4264 0.83
O -1.8178 1.1752 -0.8199 -0.17
C -2.7759 3.3847 -0.5968 0.25
C -2.6596 4.5806 -1.2927 -0.38
C -3.7720 5.3871 -1.4850 -0.79
C -5.0041 5.0121 -0.9622 -0.47
C -5.1187 3.8276 -0.2471 -0.75
C -4.0093 3.0124 -0.0711 -0.09
C -1.0846 0.4245 -4.2080 0.53
C -0.1096 -0.1622 -5.0104 -0.56
C -0.3767 -1.2989 -5.7548 -0.65
C -1.6361 -1.8768 -5.6820 -0.87
C -2.6069 -1.3022 -4.8776 -0.74
C -2.3575 -0.1455 -4.1389 0.96
C -3.4622 0.4455 -3.3056 -1.16
C 1.5015 3.5232 -5.1107 1.49
C 2.3530 3.6935 -3.8775 -1.15
C 2.0186 3.8940 -6.3470 -1.07
H 1.0427 4.5434 -9.5176 0.38
H 2.3096 3.3311 -9.3205 0.27
H 2.5822 4.9784 -8.7520 0.37
H -0.6940 3.3944 -8.2693 0.37
H -2.6151 3.2067 -6.8791 0.58
H -2.4789 2.7925 -5.1519 0.01
H -2.1893 1.5616 -6.3793 0.26
H -1.6919 4.8660 -1.6838 0.37
H -3.6780 6.3063 -2.0509 0.38
H -5.8742 5.6390 -1.1181 0.36
H -6.0750 3.5343 0.1695 0.40
H -4.0762 2.0809 0.4789 0.48
H 0.8706 0.2972 -5.0501 0.30
H 0.3974 -1.7353 -6.3753 0.41
H -1.8593 -2.7756 -6.2447 0.31
H -3.5871 -1.7621 -4.8139 0.36
H -4.4278 0.0192 -3.5812 0.55
H -3.4987 1.5317 -3.4139 0.07
H -3.2795 0.2453 -2.2501 -0.18
H 2.6018 2.7235 -3.4484 -0.04
H 1.8076 4.2458 -3.1086 0.21
H 3.2746 4.2303 -4.1071 0.45
H 3.0432 4.2514 -6.4039 0.31
```

Output
spin multiplicity = 2
net charge = -2
maximum force = 1.851 eV Å⁻¹
HOMO energy (spin up / spin down) = -1.5 / -3.3 eV
Kohn-Sham gap (spin up / spin down) = 5.1 / 6.8 eV
molar mass = 1161.64 Da
LUMO (spin up / spin down) = 3.60 / 3.60 eV


What did we get for energy above the lowest of the compared OMol25 structures with the same formula, charge and spin? Answer: 34.4 7.5 kcal/mol, in the order shown.